Formula: C3H3NS2
Source: OMol25
Level of theory: wB97M-V/def2-TZVPD

The HOMO energy is -7.80 eV. Its largest force on an atom is 4.7 eV/A. The calculation puts the LUMO energy at -0.4 eV.

ORCA input file:
```
! RIJCOSX wB97M-V def2-TZVPD def2/J DEFGRID3
* xyz 0 1
C 1.43936 0.04382 -0.18612
C -0.32488 1.68988 -0.53388
C -0.33076 -1.49005 0.37192
N 0.72324 -0.84744 0.20884
S -1.56876 1.20412 0.34960
S -1.78786 -0.85620 -0.45454
H 2.11685 0.01872 -1.00999
H 0.33440 2.39709 -0.04787
H -0.60159 -2.15994 1.30204
*
```

---

Formula: C3H4FNS
Source: OMol25
Level of theory: wB97M-V/def2-TZVPD

The structure (SMILES) is F[C@H]1CNC1=S. The HOMO energy is -9.01 eV. Its largest force on an atom is 5.1 eV/A. The calculation puts the LUMO energy at -0.2 eV.

ORCA input file:
```
! RIJCOSX wB97M-V def2-TZVPD def2/J DEFGRID3
* xyz 0 1
F 0.31103 -1.89126 -0.31297
C 0.10882 -0.78812 0.45620
C 0.89503 0.39072 -0.08467
N -0.39076 1.19437 -0.02710
C -1.13915 -0.03107 0.17572
S -2.62124 -0.46803 -0.04936
H 0.35463 -0.89925 1.59350
H 1.26768 -0.18042 -1.11634
H 1.83122 0.80583 0.42574
H -0.61726 1.86722 -1.06073
*
```

---

Formula: H2NPS
Source: OMol25
Level of theory: wB97M-V/def2-TZVPD

The structure (SMILES) is NP=S. The HOMO energy is -9.24 eV. Its largest force on an atom is 6.8 eV/A. The calculation puts the LUMO energy at -0.8 eV.

ORCA input file:
```
! RIJCOSX wB97M-V def2-TZVPD def2/J DEFGRID3
* xyz 0 1
N 0.41607 -0.17518 0.16537
P 2.05759 -0.93472 -0.12692
S 3.18815 0.57497 0.10131
H 0.48160 0.54708 0.74987
H -0.47887 -0.71990 0.17498
*
```

---

Formula: C35H34BrCaI2N5O10
Source: OMol25
Level of theory: wB97M-V/def2-TZVPD

The HOMO energy is -2.12 eV. Its largest force on an atom is 1.1 eV/A. The calculation puts the LUMO energy at 3.4 eV.

ORCA input file:
```
! RIJCOSX wB97M-V def2-TZVPD def2/J DEFGRID3
* xyz -2 1
Ca -0.43773 0.55093 1.59297
I -3.51894 3.43799 -5.25761
C -2.43102 2.95435 -3.53330
C -1.54568 3.87147 -2.99598
C -0.84375 3.53339 -1.86032
I 0.51809 4.88875 -1.04729
C -0.96199 2.28963 -1.19554
O -0.26944 2.00335 -0.18153
C -1.90082 1.37438 -1.78773
C -2.13755 0.02323 -1.16363
N -2.43242 0.06511 0.25117
C -3.68264 0.70531 0.60615
C -3.58929 1.49630 1.88322
C -4.52216 1.31966 2.89771
C -4.36071 2.02528 4.07627
C -3.29696 2.90236 4.19188
C -2.43343 3.02586 3.11323
N -2.57123 2.34612 1.98934
C -2.60754 1.72129 -2.91571
H -1.40100 4.84085 -3.45541
H -1.23544 -0.59106 -1.26636
H -2.93843 -0.47948 -1.74306
H -2.44197 -0.86870 0.67046
H -4.49013 -0.03617 0.69729
H -3.94612 1.41615 -0.19446
H -5.29461 0.57270 2.79874
H -5.03428 1.85546 4.90606
H -3.11026 3.44876 5.10456
H -1.57529 3.68615 3.16066
H -3.31346 1.00843 -3.32675
O -4.57562 -1.94664 3.47902
C -3.45522 -1.77562 2.97654
O -3.05889 -2.16867 1.84902
C -2.36871 -1.03808 3.85137
O -2.25483 -1.32437 5.04614
O -1.64474 -0.22799 3.20909
C 0.77989 -2.23262 3.43417
O 0.94148 -1.55569 2.20073
C 2.15189 -1.57168 1.63027
C 3.27464 -2.21162 2.12992
C 4.47710 -2.12423 1.43107
Br 6.00271 -2.99980 2.15273
C 4.60312 -1.42363 0.26402
C 3.46991 -0.77511 -0.25998
C 2.24811 -0.85646 0.41178
O 1.13842 -0.27612 -0.01799
C 3.53258 0.02722 -1.46588
N 2.49416 0.66138 -1.98018
C 2.96650 1.33927 -3.07513
C 2.29096 2.18023 -3.95817
C 3.02231 2.73723 -4.98900
C 4.38618 2.47300 -5.14386
C 5.07428 1.64523 -4.27042
C 4.34270 1.08719 -3.23280
N 4.68012 0.24297 -2.19999
H 1.10926 -3.27287 3.33331
H -0.28063 -2.18639 3.66368
H 1.34619 -1.71547 4.21508
H 3.23808 -2.73790 3.06954
H 5.56333 -1.36416 -0.22481
H 1.32502 0.29686 -0.80634
H 1.24051 2.38853 -3.81704
H 2.53237 3.40097 -5.68884
H 4.92108 2.93328 -5.96538
H 6.13173 1.45187 -4.39310
H 5.59628 -0.09231 -1.96824
C -1.58425 -4.87698 -2.65280
N -1.54353 -4.00703 -1.50879
C -2.76996 -3.83877 -0.75414
C -0.39186 -3.45015 -1.04950
C 0.87434 -3.73734 -1.83713
O -0.37476 -2.73734 -0.07247
H -2.61661 -4.95293 -2.99259
H -1.23216 -5.89137 -2.42702
H -0.99436 -4.48414 -3.48000
H -3.17758 -4.81732 -0.48472
H -3.51364 -3.30498 -1.35217
H -2.58656 -3.27579 0.16293
H 1.03295 -4.80506 -1.98762
H 1.70883 -3.31658 -1.28091
H 0.83102 -3.26355 -2.81759
C 2.45032 3.23988 3.62741
C 2.35655 1.81707 3.04389
O 3.38749 1.13020 3.00967
O 1.22537 1.45544 2.63575
H 2.81016 3.18282 4.65545
H 1.49056 3.74811 3.60014
H 3.18159 3.81014 3.05678
*
```

---

Formula: C3H3NO2
Source: OMol25
Level of theory: wB97M-V/def2-TZVPD

The HOMO energy is -8.65 eV. Its largest force on an atom is 1.3 eV/A. The calculation puts the LUMO energy at -1.5 eV.

ORCA input file:
```
! RIJCOSX wB97M-V def2-TZVPD def2/J DEFGRID3
* xyz 0 1
O -0.46581 -1.26716 1.02034
C -0.79725 -1.48520 -0.19443
O -0.57924 -0.37687 -0.78796
C -0.09780 0.11158 0.52407
C 1.14822 2.48527 -0.92047
N 1.75371 1.63569 -0.36255
H -1.16495 -2.40882 -0.63122
H -0.78988 0.84633 0.93086
H 0.99300 0.45918 0.42135
*
```

---

Formula: C4H5F3O
Source: OMol25
Level of theory: wB97M-V/def2-TZVPD

The structure (SMILES) is C[C@@]1(C(F)(F)F)CO1. The HOMO energy is -10.79 eV. Its largest force on an atom is 3.0 eV/A. The calculation puts the LUMO energy at 0.9 eV.

ORCA input file:
```
! RIJCOSX wB97M-V def2-TZVPD def2/J DEFGRID3
* xyz 0 1
C -1.52747 0.17954 -0.14848
C -0.05274 0.19088 0.00792
C 0.77409 -1.29541 0.24510
F 0.09877 -2.42661 -0.02297
F 1.97772 -1.32343 -0.31251
F 0.95950 -1.39584 1.57356
C 0.88374 1.25342 -0.40866
O 0.55072 1.07300 0.96264
H -2.03524 -0.28002 0.77020
H -1.83929 -0.19341 -1.16545
H -2.04329 1.17842 0.00826
H 1.88667 0.86839 -0.72502
H 0.36681 2.17106 -0.78459
*
```

---

Formula: C31H31AsMoN7
Source: OMol25
Level of theory: wB97M-V/def2-TZVPD

The HOMO energy (spin up / spin down) is -16.46 / -16.46 eV. The expectation value of S² is 2.053. Its largest force on an atom is 1.7 eV/A. The calculation puts the LUMO energy (spin up / spin down) at -11.6 / -10.7 eV.

ORCA input file:
```
! RIJCOSX wB97M-V def2-TZVPD def2/J DEFGRID3
* xyz 3 3
Mo 0.10235 -0.16263 0.33281
N 1.64434 1.19928 1.37284
C 0.99760 1.80704 2.58560
C -0.33993 1.10483 2.85152
C -1.57417 1.96443 2.63008
C -1.71152 2.44073 1.19474
N -1.74624 1.25297 0.27926
H 2.41787 0.60212 1.67444
H 2.09251 1.92000 0.81448
H 0.83562 2.86675 2.40359
H 1.65922 1.72748 3.44203
H -0.35995 0.62637 3.82876
H -0.39802 0.22049 2.16163
H -1.50936 2.83139 3.29070
H -2.47010 1.41780 2.93046
H -0.86802 3.06823 0.90466
H -2.61287 3.03859 1.08063
H -1.95773 1.55193 -0.67084
H -2.55103 0.68631 0.54598
N 1.34829 2.13826 -2.95550
C 0.75302 1.92665 -1.79585
N 0.88238 0.65101 -1.41381
C 1.61587 -0.00406 -2.43129
C 2.00703 -1.33073 -2.59327
C 2.72217 -1.63705 -3.73299
C 3.03970 -0.66368 -4.69809
C 2.63441 0.64538 -4.55519
C 1.91376 0.94167 -3.40391
H 1.36936 3.02426 -3.44398
H 0.25270 2.70412 -1.24012
H 1.74435 -2.11274 -1.89433
H 3.03899 -2.65959 -3.89511
H 3.60176 -0.95404 -5.57572
H 2.85757 1.39932 -5.30017
C 2.03643 -6.33182 -0.64864
C 3.21148 -5.62674 -0.43058
C 3.16684 -4.30240 -0.01156
C 1.92943 -3.70496 0.18599
C 0.74275 -4.40065 -0.03376
C 0.80194 -5.72246 -0.44857
As 1.85923 -1.91321 0.87136
C 1.30600 -2.09034 2.71090
C 0.05450 -2.45482 3.19522
C -0.12278 -2.56334 4.56884
C 0.94702 -2.30689 5.42113
C 2.19509 -1.94377 4.92468
C 2.38734 -1.82201 3.55491
C 3.65107 -1.44619 2.86724
C 4.85612 -1.13878 3.48434
C 5.95982 -0.78218 2.71694
C 5.88067 -0.71542 1.33002
C 4.68619 -1.01834 0.69080
C 3.59886 -1.39539 1.46797
H 2.08036 -7.36489 -0.96972
H 4.16990 -6.10748 -0.57906
H 4.08474 -3.75909 0.16885
H -0.21982 -3.93924 0.15031
H -0.11129 -6.28126 -0.60686
H -0.75675 -2.70400 2.52304
H -1.07824 -2.86742 4.97508
H 0.81020 -2.40631 6.49070
H 3.01377 -1.77075 5.61299
H 4.94389 -1.18092 4.56299
H 6.89670 -0.55346 3.20950
H 6.75019 -0.43307 0.75059
H 4.61874 -0.98620 -0.38910
N -0.98105 -1.39810 -0.56692
C -1.70716 -2.11213 -1.27086
N -2.33899 -2.89429 -1.88781
C -3.32844 -3.13934 -2.74146
N -4.18283 -3.38351 -3.47296
*
```

---

Formula: C19H35N3O8S2
Source: OMol25
Level of theory: wB97M-V/def2-TZVPD

The structure (SMILES) is CCN(CC)C(=S)SCCC[C@](CON=O)(CC(=O)OC(C)=O)OC=O.COC[C@@H](C)N. The HOMO energy is -8.37 eV. Its largest force on an atom is 4.1 eV/A. The calculation puts the LUMO energy at -0.5 eV.

ORCA input file:
```
! RIJCOSX wB97M-V def2-TZVPD def2/J DEFGRID3
* xyz 0 1
C 5.06760 2.06901 2.00378
C 4.35418 2.03601 0.62844
N 4.66114 0.84746 -0.16180
C 4.41708 1.04562 -1.60990
C 5.62560 1.81158 -2.22495
C 4.05890 -0.32442 0.34232
S 4.90404 -1.71597 0.30401
S 2.38498 -0.34466 1.06830
C 1.33501 -0.87999 -0.35104
C -0.00442 -1.46949 0.10839
C -1.04396 -0.41934 0.66620
C -1.06235 0.95138 -0.06398
C 0.00768 1.93414 0.53073
O 1.02822 2.23143 -0.42830
N 1.14428 3.60826 -0.63227
O 1.25696 3.83259 -1.77340
C -2.46126 1.60095 0.30451
C -2.83874 2.79809 -0.57405
O -3.93320 3.00052 -0.85151
O -1.85902 3.67729 -1.08032
C -1.84944 4.87661 -0.42760
C -1.13592 6.00622 -1.16704
O -2.33417 5.05830 0.62198
O -0.98724 0.87584 -1.49175
C -1.91613 0.03089 -2.05225
O -2.95552 0.36013 -2.45203
H 5.16312 3.12741 2.28686
H 4.50619 1.52567 2.77363
H 6.08444 1.67380 1.88046
H 3.27423 2.20496 0.79192
H 4.70947 2.91742 0.07159
H 4.35713 0.05531 -2.07301
H 3.48983 1.62843 -1.74368
H 6.27662 2.17796 -1.41982
H 5.31295 2.69004 -2.80813
H 6.22598 1.17458 -2.88668
H 1.89830 -1.70220 -0.82456
H 1.25782 -0.09231 -1.10844
H 0.15985 -2.22563 0.89171
H -0.42649 -2.02044 -0.74302
H -2.04138 -0.87319 0.54892
H -0.91070 -0.27962 1.74844
H -0.46806 2.88417 0.81106
H 0.39988 1.50488 1.46247
H -3.24711 0.85060 0.17337
H -2.42307 1.92116 1.35698
H -1.51998 6.96944 -0.81932
H -0.05232 5.98178 -1.01507
H -1.36670 5.90040 -2.23708
H -1.61526 -1.03114 -2.16991
C -3.59500 -4.69797 -1.09361
O -2.67145 -3.93953 -0.32979
C -3.13920 -3.54128 0.94863
C -3.00313 -4.61535 2.04127
C -4.06306 -5.70871 1.95426
N -1.67637 -5.24017 2.02961
H -4.62637 -4.37896 -0.92214
H -3.48859 -5.76310 -0.87839
H -3.35629 -4.55000 -2.14725
H -2.50969 -2.69361 1.22895
H -4.16787 -3.16330 0.88361
H -3.13463 -4.11325 3.00470
H -3.86690 -6.41458 1.14717
H -4.08675 -6.28336 2.88093
H -5.05719 -5.28182 1.80287
H -0.97175 -4.52320 2.18558
H -1.49482 -5.55375 1.07841
*
```